[1]
Entry from OMol25: the molecule C4H4N2O (wB97M-V/def2-TZVPD).

XYZ file:
```
11
Properties=species:S:1:pos:R:3:forces:R:3
O 2.3682 -1.3201 0.6450 -0.4 0.2 -0.3
C 1.4676 -0.9598 -0.0654 0.2 -0.1 0.3
C 1.0086 1.6054 -0.4005 -0.5 -0.2 0.2
C -0.2182 1.4219 0.0663 0.4 0.0 -0.2
N -1.1324 0.3779 0.1930 0.0 -0.1 0.0
C -0.8874 -0.9478 -0.0504 0.1 -0.1 0.0
N 0.2251 -1.5625 -0.1299 -0.2 0.2 0.0
H 1.6321 -0.1321 -0.8118 0.0 0.0 0.0
H -0.5591 2.4058 0.4096 0.1 0.0 0.0
H -2.0997 0.6413 0.2964 0.1 0.0 0.0
H -1.8048 -1.5300 -0.1523 0.1 0.1 0.0
```
Forces are in eV/Å.

Values from the calculation:
LUMO level = -1.0 eV
E_HOMO = -9.72 eV

=====

[2]
Entry from OMol25: a structure of composition C9H14MgN2P (wB97M-V/def2-TZVPD).

XYZ file:
```
27
Properties=species:S:1:pos:R:3:forces:R:3
C -0.3681 -0.2866 -2.3467 2.8 -1.8 -0.6
C -1.3695 -1.2594 -2.1913 0.6 -0.3 -0.1
C -0.8004 -2.5560 -2.3805 0.3 0.5 0.1
C 0.5934 -2.4167 -2.6595 -0.5 0.4 0.2
C 0.9327 -1.0517 -2.6535 -2.7 1.5 0.7
Mg 2.2053 1.7382 -0.3926 2.0 -0.6 -0.3
P 0.4176 3.4207 -0.8649 -1.3 0.9 -0.3
H -0.4565 0.7977 -2.2918 -0.1 -0.2 -0.1
H -2.4156 -1.0561 -1.9693 0.1 -0.1 0.0
H -1.3439 -3.4979 -2.3276 0.1 0.2 0.0
H 1.9024 -0.5924 -2.8488 -0.3 -0.2 0.0
H 1.2833 -3.2376 -2.8509 -0.1 0.1 0.0
H -0.9782 3.1213 -0.7031 -0.2 0.4 -0.1
H 0.3637 3.9929 -2.1784 0.0 -0.2 0.5
H 0.4581 4.6462 -0.1189 0.0 -0.5 -0.3
C -1.0775 0.1676 3.6884 0.0 0.1 0.1
N -0.1766 -0.0277 2.5644 0.1 -0.3 -0.1
C 0.2295 -1.2439 2.0093 0.1 0.6 0.0
C 1.0864 -0.9464 0.9916 -0.2 1.2 0.5
N 1.2257 0.4382 0.9348 -1.2 0.0 0.8
C 0.4408 0.9605 1.8849 0.6 -1.4 -0.8
H -1.5184 -0.7958 3.9643 0.1 0.3 -0.1
H -0.5396 0.5782 4.5557 -0.1 -0.2 -0.2
H -1.8751 0.8739 3.4186 0.2 -0.3 0.0
H -0.1228 -2.1944 2.3701 -0.1 0.1 0.1
H 1.6053 -1.5872 0.2996 -0.1 0.0 -0.1
H 0.2981 2.0144 2.0962 0.1 -0.2 0.0
```
Forces are in eV/Å.

Values from the calculation:
total charge = -1
LUMO level = 2.4 eV
E_HOMO = -1.30 eV

=====

[3]
Entry from OMol25: the molecule C3H7N3S (wB97M-V/def2-TZVPD).

XYZ file:
```
14
Properties=species:S:1:pos:R:3:forces:R:3
C -0.2717 1.7541 0.0039 -2.2 -0.6 0.1
C -2.2099 -0.5323 -0.0427 0.8 0.3 0.1
C -1.1925 -1.5926 0.1450 0.1 -0.1 0.0
N 0.9707 1.4052 -0.0073 2.8 0.0 0.1
N 1.5447 0.2638 0.0953 -1.3 -0.1 -0.3
N 2.8912 0.3642 0.0263 0.1 0.3 0.1
S -1.9072 1.1072 -0.0121 0.4 0.3 -0.1
H -0.4334 2.8198 0.0727 -0.1 0.1 -0.1
H -3.2381 -0.7706 -0.2456 -0.2 0.1 0.0
H -0.6254 -1.4271 1.0625 0.0 -0.1 0.0
H -0.4674 -1.5867 -0.6700 0.1 -0.1 0.0
H -1.6691 -2.5697 0.1829 0.0 -0.1 0.0
H 3.3357 -0.4804 -0.2967 -0.1 0.0 0.0
H 3.2724 1.2450 -0.3142 -0.2 -0.1 0.0
```
Forces are in eV/Å.

Values from the calculation:
LUMO level (spin up / spin down) = -0.2 / 0.2 eV
E_HOMO (spin up / spin down) = -7.07 / -7.36 eV

=====

| no. | E (eV) |
| --- | --- |
| 1 | -9235.65172 |
| 2 | -27270.78684 |
| 3 | -18525.74829 |